No. 1
This record from the Open Molecules 2025 dataset describes one molecule with the formula C4H5NO. The level of theory is ωB97M-V/def2-TZVPD.

```
11
Properties=species:S:1:pos:R:3
N -1.2091 1.1437 0.2945
C -1.2589 -0.2129 0.4285
O -2.2744 -0.8179 0.7346
C 0.0114 -0.9446 0.1916
C 1.2119 -0.3809 -0.2080
C 2.1429 0.3768 -0.6841
H -2.0857 1.6393 0.3402
H -0.4176 1.6005 -0.1282
H -0.0827 -2.0238 0.2336
H 1.0792 -1.1459 -1.0638
H 3.0588 0.7608 -0.2482
```

Values from the calculation:
- total energy (a.u.) = -285.2402
- E_LUMO (alpha / beta) (eV) = -0.62 / -0.62
- frontier orbital gap (alpha / beta) (Ha) = 0.2882 / 0.2882

---

No. 2
This record from the Open Molecules 2025 dataset describes one molecule with the formula C4H5NO. The level of theory is ωB97M-V/def2-TZVPD.

```
11
Properties=species:S:1:pos:R:3
C -0.2584 0.4078 -0.7352
C 1.1776 0.0941 -0.2822
C 0.3440 0.4825 0.7476
C -0.3224 -0.6002 1.3524
H -1.9889 -0.4821 -0.6567
H -0.6343 1.2552 -1.2577
H 1.7133 0.8281 -0.7688
H 1.3059 -1.0124 -0.5200
H 0.3217 1.4815 1.1299
N -0.7206 -1.5136 1.8807
O -0.9380 -0.9409 -0.8900
```

Values from the calculation:
- total energy (a.u.) = -285.2712
- E_LUMO (eV) = 0.59
- SMILES = N#C[C@H]1C[C@H]1O
- frontier orbital gap (Ha) = 0.3807

---

No. 3
This record from the Open Molecules 2025 dataset describes one molecule with the formula C4H5NO. The level of theory is ωB97M-V/def2-TZVPD.

```
11
Properties=species:S:1:pos:R:3
C -0.0491 1.5061 -0.0394
C -0.0936 0.0920 -0.5375
C -1.2755 -0.9303 -0.1448
O -0.9626 -0.3848 -1.4840
C 0.8532 -0.7703 -0.0518
N 1.5658 -1.3654 0.7298
H 0.6248 2.1068 -0.6563
H -1.0597 1.9173 -0.0635
H 0.3162 1.5162 0.9941
H -0.8665 -1.9703 -0.2171
H 0.9471 -1.7172 1.4706
```

Values from the calculation:
- total energy (a.u.) = -285.2003
- E_LUMO (eV) = 0.01
- frontier orbital gap (Ha) = 0.3068

---

No. 4
This record from the Open Molecules 2025 dataset describes one molecule with the formula C4H5NO. The level of theory is ωB97M-V/def2-TZVPD.

```
11
Properties=species:S:1:pos:R:3
C -1.5257 0.0140 -0.4547
C -0.0764 0.0078 -0.0805
O 0.0348 0.5110 1.2305
C 0.9543 -0.3982 -0.8037
C 2.2986 0.4768 2.2680
N 1.2570 0.4909 1.7226
H -2.0711 0.7161 0.1798
H -1.9684 -0.9793 -0.3284
H -1.6495 0.3179 -1.4967
H 0.7733 -0.7845 -1.8004
H 1.9731 -0.3725 -0.4367
```

Values from the calculation:
- total energy (a.u.) = -285.2655
- E_LUMO (eV) = 0.85
- frontier orbital gap (Ha) = 0.3932

---

No. 5
This record from the Open Molecules 2025 dataset describes C4H5NO as an isolated structure. The level of theory is ωB97M-V/def2-TZVPD.

```
11
Properties=species:S:1:pos:R:3
C 0.7872 0.5116 1.1965
C -0.1324 -0.0177 0.1619
C -1.3879 -0.4910 0.2390
O -1.7194 -0.7691 -1.0249
N 0.3230 -0.2121 -2.4025
C -0.1722 -0.2225 -1.2735
H 0.2336 0.4718 2.1403
H 1.6898 -0.0949 1.3128
H 1.0763 1.5528 1.0236
H -2.0285 -0.6195 1.1043
H 1.3298 -0.0821 -2.4778
```

Values from the calculation:
- total energy (a.u.) = -285.3242
- E_LUMO (eV) = 0.86
- frontier orbital gap (Ha) = 0.3536

---

No. 6
This record from the Open Molecules 2025 dataset describes one molecule with the formula C4H5NO. The level of theory is ωB97M-V/def2-TZVPD.

```
11
Properties=species:S:1:pos:R:3
N 3.1248 0.9463 1.3223
C 2.1509 0.8375 0.7045
C 0.9611 0.6399 -0.0732
C -0.1844 0.2191 0.4689
C -1.3457 -0.2261 -0.3721
O -1.3629 -1.6411 -0.3985
H -0.4799 -1.9277 -0.6698
H 1.0524 0.8008 -1.1456
H -0.2554 0.0565 1.5422
H -2.3016 0.0785 0.0609
H -1.2770 0.2036 -1.3830
```

Values from the calculation:
- total energy (a.u.) = -285.3698
- E_LUMO (eV) = 0.21
- SMILES = N#C/C=C/CO
- frontier orbital gap (Ha) = 0.3944

---

No. 7
This record from the Open Molecules 2025 dataset describes one molecule with the formula C4H5NO. The level of theory is ωB97M-V/def2-TZVPD.

```
11
Properties=species:S:1:pos:R:3
C -0.9477 0.3406 -0.0577
C -0.0707 -0.2570 -1.1450
O 1.2673 -0.0090 -1.5449
C 1.2975 0.1935 -0.2122
N 0.9882 -0.5556 0.9961
C -0.2665 -0.3531 1.1592
H -0.9028 1.4317 0.0532
H -1.9977 0.0441 -0.1811
H -0.2241 -1.3373 -1.1745
H 1.6379 1.1998 0.0456
H -0.7812 -0.6978 2.0612
```

Values from the calculation:
- total energy (a.u.) = -285.2061
- E_LUMO (alpha / beta) (eV) = 0.80 / 0.80
- SMILES = C1=N[C@H]2O[C@@H]2C1
- frontier orbital gap (alpha / beta) (Ha) = 0.3222 / 0.3222

---

No. 8
This record from the Open Molecules 2025 dataset describes one molecule with the formula C4H5NO. The level of theory is ωB97M-V/def2-TZVPD.

```
11
Properties=species:S:1:pos:R:3
C -1.4397 -0.0308 -0.2141
C 0.0043 0.3017 -0.5995
C 0.8828 0.3092 0.6295
O 0.7359 1.0440 1.5746
C 1.9718 -0.6944 0.6544
N 2.8041 -1.4970 0.6733
H -1.4985 -0.9905 0.3103
H -2.0721 -0.0922 -1.1032
H -1.8349 0.7472 0.4419
H 0.0563 1.3090 -1.0278
H 0.3899 -0.4063 -1.3394
```

Values from the calculation:
- total energy (a.u.) = -285.3861
- E_LUMO (eV) = -0.43
- SMILES = CCC(=O)C#N
- frontier orbital gap (Ha) = 0.3939

---

No. 9
This record from the Open Molecules 2025 dataset describes a 2-piece molecular cluster, C4H5NO overall. The level of theory is ωB97M-V/def2-TZVPD.

```
11
Properties=species:S:1:pos:R:3
C 1.5000 0.5205 0.7216
C 0.7580 -0.7372 0.8208
C 0.1602 -1.7804 0.9055
C -1.7761 -0.0665 -1.2354
N -1.8730 1.0396 -1.5679
O -2.0036 2.1785 -1.9379
H 1.2001 1.2150 1.5124
H 2.5735 0.3326 0.8209
H 1.3252 1.0083 -0.2429
H -0.3576 -2.7104 0.9961
H -1.5066 -1.0000 -0.7933
```

Values from the calculation:
- total energy (a.u.) = -285.2347
- E_LUMO (eV) = 0.86
- SMILES = C#[N+][O-].C#CC
- frontier orbital gap (Ha) = 0.3959

---

No. 10
This record from the Open Molecules 2025 dataset describes one molecule with the formula C4H5NO2. The level of theory is ωB97M-V/def2-TZVPD.

```
12
Properties=species:S:1:pos:R:3
O 1.3391 -1.2698 1.6915
C 1.0483 0.0033 1.1748
C 0.1035 -0.0321 0.0069
N -0.0518 -1.1465 -0.6572
O -0.9676 -0.8844 -1.6446
C -1.3477 0.3958 -1.5552
C -0.7119 1.0062 -0.5270
H 0.8844 -1.9269 1.1469
H 0.6076 0.6320 1.9606
H 1.9830 0.4902 0.8614
H -2.0770 0.7116 -2.2888
H -0.8098 2.0207 -0.1693
```

Values from the calculation:
- total energy (a.u.) = -360.5955
- E_LUMO (eV) = 0.89
- SMILES = OCc1ccon1
- frontier orbital gap (Ha) = 0.4107

---

No. 11
This record from the Open Molecules 2025 dataset describes one molecule with the formula C4H5NO2. The level of theory is ωB97M-V/def2-TZVPD.

```
12
Properties=species:S:1:pos:R:3
C 1.7420 -0.9545 1.1596
C -0.1034 0.4237 0.4445
C 0.7079 -0.8580 0.1536
C 0.5051 -1.7938 -0.7928
N 2.3067 -0.9754 2.1292
O 0.6163 1.7099 0.3111
O -0.1444 2.9409 0.3503
H -0.8550 0.4210 -0.3452
H -0.4172 0.3011 1.4879
H -0.3566 -1.4634 -1.3952
H -0.6591 2.9943 -0.4086
H 1.1781 -2.6064 -0.9742
```

Values from the calculation:
- total energy (a.u.) = -360.4748
- E_LUMO (eV) = 0.03
- SMILES = C=C(C#N)COO
- frontier orbital gap (Ha) = 0.3906

---

No. 12
This record from the Open Molecules 2025 dataset describes one molecule with the formula C4H5NO2. The level of theory is ωB97M-V/def2-TZVPD.

```
12
Properties=species:S:1:pos:R:3
C 1.0009 -0.5615 -0.5217
C -0.8748 0.2501 0.7915
C -0.2408 0.2446 -0.5175
C -0.4737 -1.0363 0.3624
N -1.1733 -2.1053 0.0259
O -0.6843 -2.9483 -0.7138
O -2.2332 -2.2556 0.5996
H 1.1745 -1.0892 -1.4429
H 1.8748 -0.3049 0.0792
H -0.4698 0.7812 1.6506
H -1.9203 0.3105 0.7679
H -0.9054 0.3617 -1.2890
```

Values from the calculation:
- total energy (a.u.) = -360.4287
- E_LUMO (eV) = 0.06
- SMILES = O=[N+]([O-])[C@]12C[C@@H]1C2
- frontier orbital gap (Ha) = 0.3667

---

No. 13
This record from the Open Molecules 2025 dataset describes C4H5NO2 as an isolated structure. The level of theory is ωB97M-V/def2-TZVPD.

```
12
Properties=species:S:1:pos:R:3
N 0.4281 1.3127 0.9803
C 0.1836 0.2551 0.0732
C -1.1689 0.1183 -0.6313
C -0.6853 -1.0156 0.1577
O 0.2748 -1.7668 -0.6051
C 1.1752 -0.7210 -0.4954
O 2.3584 -0.7694 -0.6434
H 0.5190 2.1895 0.4754
H 1.2723 1.1685 1.5315
H -1.9378 0.6898 -0.1179
H -1.2703 0.0743 -1.7130
H -1.1492 -1.5354 0.9880
```

Values from the calculation:
- total energy (a.u.) = -360.5991
- E_LUMO (eV) = 0.92
- frontier orbital gap (Ha) = 0.3871

---

No. 14
This record from the Open Molecules 2025 dataset describes one molecule with the formula C4H5NO2. The level of theory is ωB97M-V/def2-TZVPD.

```
12
Properties=species:S:1:pos:R:3
C 0.2248 -0.3195 -0.0616
C 0.0388 0.5052 -1.2241
C -0.6552 1.5646 -0.7739
C -0.4362 0.3065 0.9495
H 1.8608 -1.4448 0.0036
H 0.6219 -2.2323 -0.7119
H 0.3890 0.2747 -2.1961
H -1.1362 2.3876 -1.2598
H -0.1580 -0.8822 2.3904
N 0.8541 -1.5902 0.1185
O -0.9724 1.4545 0.5473
O -0.6314 -0.0240 2.2183
```

Values from the calculation:
- total energy (a.u.) = -360.6232
- E_LUMO (eV) = 0.80
- SMILES = Nc1ccoc1O
- frontier orbital gap (Ha) = 0.3216

---

No. 15
This record from the Open Molecules 2025 dataset describes one molecule with the formula C4H5NO2. The level of theory is ωB97M-V/def2-TZVPD.

```
12
Properties=species:S:1:pos:R:3
O -1.6482 -1.0714 1.5698
C -0.8731 -0.6124 0.7662
N -1.1645 -0.0283 -0.4328
C -0.0042 0.3740 -1.2106
C 1.1876 0.0985 -0.2830
O 0.8923 0.8332 1.1863
C 0.6368 -0.5270 0.9223
H -2.1222 0.1579 -0.6946
H -0.0332 1.4244 -1.5018
H 0.0714 -0.2268 -2.1308
H 1.9142 0.8452 0.2826
H 1.1431 -1.2671 1.5262
```

Values from the calculation:
- total energy (a.u.) = -360.5321
- E_LUMO (eV) = 0.89
- SMILES = O=C1NC[C@H]2O[C@@H]12
- frontier orbital gap (Ha) = 0.3986

---

No. 16
This record from the Open Molecules 2025 dataset describes one molecule with the formula C4H5NO2. The level of theory is ωB97M-V/def2-TZVPD.

```
12
Properties=species:S:1:pos:R:3
C 1.3492 -0.5455 1.2352
C 0.0936 -0.5782 0.5262
C -1.0812 -0.3760 0.0265
O -2.2226 -1.0689 0.0692
N -1.0226 0.8466 -0.5970
C -0.0278 1.2067 -1.4493
O 1.1200 0.7826 -1.4978
H 2.1862 -0.4756 0.5364
H 1.3925 0.2584 1.9793
H 1.4250 -1.4998 1.7785
H -2.8423 -0.5602 -0.4807
H -0.3700 2.0100 -2.1265
```

Values from the calculation:
- total energy (a.u.) = -360.5194
- E_LUMO (eV) = -0.77
- frontier orbital gap (Ha) = 0.2984

---

No. 17
This record from the Open Molecules 2025 dataset describes one molecule with the formula C4H5NO2. The level of theory is ωB97M-V/def2-TZVPD.

```
12
Properties=species:S:1:pos:R:3
N 0.4259 1.3180 1.1872
C 0.6035 0.0775 0.5059
C -1.3281 -0.4362 -0.8074
C -0.5079 -0.9029 0.3030
O -0.2399 -1.3862 -1.0153
C 1.4541 -0.0752 -0.5157
O 2.2328 -0.0899 -1.3873
H 0.8980 2.0774 0.7084
H 0.7463 1.2966 2.1474
H -1.2429 0.6459 -0.9721
H -2.2205 -0.8865 -1.2010
H -0.8213 -1.6384 1.0469
```

Values from the calculation:
- total energy (a.u.) = -360.5394
- E_LUMO (eV) = 0.81
- SMILES = NC(=C=O)[C@H]1CO1
- frontier orbital gap (Ha) = 0.3329

---

No. 18
This record from the Open Molecules 2025 dataset describes one molecule with the formula C4H5NO2. The level of theory is ωB97M-V/def2-TZVPD.

```
12
Properties=species:S:1:pos:R:3
O 1.7113 1.4602 1.0652
C 2.0000 0.4795 0.4293
C 0.9762 -0.5561 -0.0436
O 1.3344 -1.4952 -0.7224
N -0.2940 -0.3551 0.4442
C -1.4807 -0.7231 -0.2802
C -1.1697 0.7102 0.0073
H 3.0342 0.2369 0.1180
H -2.2384 -1.2325 0.3093
H -1.3456 -1.0940 -1.2941
H -0.8346 1.3239 -0.8272
H -1.6930 1.2453 0.7942
```

Values from the calculation:
- total energy (a.u.) = -360.5988
- E_LUMO (eV) = -0.28
- SMILES = O=CC(=O)N1CC1
- frontier orbital gap (Ha) = 0.3565

---

No. 19
This record from the Open Molecules 2025 dataset describes one molecule with the formula C4H5NO2. The level of theory is ωB97M-V/def2-TZVPD.

```
12
Properties=species:S:1:pos:R:3
C 0.3778 1.6543 0.1549
C 0.5930 -0.4064 -0.1683
C -0.0862 -1.7666 -0.4234
C -0.5710 0.4400 0.3163
H -0.1760 2.5944 -0.0703
H 1.0510 1.7923 0.8861
H 1.4106 -0.6496 0.4110
H 0.1647 -2.4701 -1.4754
H -1.3867 0.4677 -0.4424
N -1.0680 -1.8492 0.5214
O 0.9133 0.7960 -0.9209
O -1.2225 -0.6028 1.2111
```

Values from the calculation:
- total energy (a.u.) = -360.4048
- E_LUMO (eV) = 0.76
- SMILES = C1=NO[C@H]2CO[C@H]12
- frontier orbital gap (Ha) = 0.3809

---

No. 20
This record from the Open Molecules 2025 dataset describes one molecule with the formula C4H5NO2. The level of theory is ωB97M-V/def2-TZVPD.

```
12
Properties=species:S:1:pos:R:3
C -0.5022 -1.8693 -0.6585
O -0.3142 -0.5580 -1.2226
C -0.0526 0.4526 -0.4180
N 0.2708 0.0755 0.9202
O 0.3570 1.2907 1.5766
C 0.2513 2.2402 0.5796
C 0.0615 1.8138 -0.7055
H 0.4247 -2.2524 -0.2169
H -1.2831 -1.8583 0.1070
H -0.7951 -2.5009 -1.4964
H 0.3447 3.2332 1.0143
H 1.2371 -0.0672 0.5201
```

Values from the calculation:
- total energy (a.u.) = -360.4618
- E_LUMO (eV) = 0.26
- SMILES = COC1=C=CON1
- frontier orbital gap (Ha) = 0.3185